(1)
C20H26N2O3S | the ωB97M-V functional and the def2-TZVPD basis

## Properties
orbital gap	8.1	eV
LUMO level	0.7	eV
total charge	0
E	-1511.1558	Eh
energy above the lowest of the compared OMol25 structures with the same formula, charge and spin	16.6	kcal/mol

Last column: Mulliken charge in e.
Positions of all 52 atoms, in Å:
C1 -0.83 3.32 5.26  -0.6713
O1 -0.71 2.63 4.02  -0.2573
C2 -1.25 3.24 2.96  0.3152
O2 -1.80 4.31 3.01  -0.6100
C3 -1.08 2.45 1.68  -0.1894
C4 -0.32 1.13 1.85  -1.2672
C5 -0.14 0.44 0.54  0.5296
S1 -1.50 -0.37 -0.19  -0.2316
C6 -0.43 -0.90 -1.49  0.6099
N1 -0.84 -1.60 -2.57  -0.1139
C7 -2.07 -2.36 -2.70  -0.4948
C8 -2.24 -3.41 -1.60  -0.3922
C9 -3.50 -4.23 -1.85  -0.7963
C10 -4.73 -3.32 -1.92  -0.5408
C11 -4.55 -2.28 -3.02  -0.8301
C12 -3.30 -1.45 -2.77  -0.2812
N2 0.79 -0.50 -1.35  -0.6798
C13 0.97 0.26 -0.23  -0.6034
C14 2.32 0.77 0.04  0.3205
C15 2.56 2.02 0.60  -0.3029
C16 3.85 2.44 0.83  -0.7064
C17 4.94 1.63 0.51  0.8793
O3 6.17 2.15 0.79  -0.4499
C18 7.31 1.39 0.47  -0.8432
C19 4.71 0.39 -0.07  -0.3493
C20 3.41 -0.03 -0.31  -0.8963
H1 -1.88 3.43 5.53  0.2912
H2 -0.30 2.71 5.99  0.2232
H3 -0.38 4.31 5.18  0.3025
H4 -0.57 3.09 0.96  0.2930
H5 -2.08 2.26 1.28  0.3997
H6 0.66 1.31 2.30  0.5305
H7 -0.88 0.48 2.53  0.5334
H8 -0.07 -1.86 -3.16  0.2965
H9 -1.99 -2.88 -3.67  0.3703
H10 -1.36 -4.05 -1.57  0.3523
H11 -2.33 -2.90 -0.63  0.2138
H12 -3.40 -4.78 -2.79  0.3599
H13 -3.63 -4.96 -1.05  0.3548
H14 -4.86 -2.82 -0.96  0.3175
H15 -5.62 -3.92 -2.12  0.3091
H16 -4.47 -2.78 -3.99  0.3637
H17 -5.42 -1.62 -3.05  0.3510
H18 -3.40 -0.91 -1.82  0.1224
H19 -3.16 -0.71 -3.56  0.3081
H20 1.74 2.68 0.82  0.3712
H21 4.05 3.41 1.26  0.4504
H22 7.32 0.44 1.01  0.3368
H23 8.16 1.99 0.77  0.2405
H24 7.37 1.19 -0.61  0.3355
H25 5.52 -0.25 -0.35  0.3953
H26 3.23 -0.99 -0.76  0.4302

(2)
C20H26N2O3S | the ωB97M-V functional and the def2-TZVPD basis

## Properties
orbital gap	6.8	eV
LUMO level	-1.7	eV
total charge	0
E	-1510.4095	Eh
energy above the lowest of the compared OMol25 structures with the same formula, charge and spin	485.0	kcal/mol

Last column: Mulliken charge in e.
Positions of all 52 atoms, in Å:
O1 0.69 0.27 -0.02  -0.5294
C1 -0.59 0.63 0.19  -0.0121
C2 -1.45 1.63 -0.83  -0.5287
C3 -3.01 1.03 -0.81  0.4025
C4 -3.28 -0.23 -1.87  -0.2546
C5 -4.77 -0.94 -1.94  -0.6283
C6 -5.92 -0.35 -0.91  0.4143
N1 -7.38 -0.80 -0.71  -0.4787
S1 -8.15 0.20 0.51  0.2257
N2 -6.90 1.34 1.03  -0.5289
C7 -5.72 0.90 0.16  0.4754
C8 -4.20 1.60 0.16  -0.4037
C9 -1.47 0.07 1.50  0.6302
C10 -2.13 -1.43 1.60  -0.2719
C11 -3.02 -1.79 2.95  -0.3583
C12 -3.30 -0.75 4.19  -0.3849
C13 -2.57 0.74 4.07  -0.4002
C14 -1.67 1.15 2.72  -0.3136
H1 -1.01 1.64 -1.93  0.3394
H2 -1.53 2.71 -0.36  0.3274
H3 -2.39 -0.60 -2.56  0.2501
H4 -4.99 -1.82 -2.69  0.3103
H5 -3.98 2.49 0.92  0.2075
H6 -1.96 -2.19 0.72  0.3141
H7 -3.47 -2.87 3.00  0.2778
H8 -3.97 -1.04 5.12  0.3081
H9 -2.76 1.50 4.94  0.2820
H10 -1.19 2.22 2.70  0.2980
C15 4.61 2.12 1.39  -1.1763
C16 4.88 0.66 1.74  0.2995
C17 5.45 -0.10 0.55  -0.6274
O2 3.67 0.05 2.16  -0.5392
H11 3.88 2.19 0.58  0.2462
H12 4.19 2.65 2.25  0.3119
H13 5.53 2.63 1.07  0.3757
H14 5.59 0.61 2.58  0.3165
H15 4.74 -0.10 -0.29  -0.2364
H16 5.63 -1.15 0.82  0.3133
H17 6.39 0.34 0.21  0.3923
H18 3.04 0.09 1.42  0.3318
C18 2.93 -2.52 -2.64  -1.0994
C19 2.86 -1.34 -3.59  0.3576
C20 3.39 -0.07 -2.94  -0.9351
O3 1.50 -1.14 -3.98  -0.5394
H19 2.33 -2.34 -1.74  0.2115
H20 2.54 -3.43 -3.11  0.3196
H21 3.97 -2.71 -2.33  0.3519
H22 3.43 -1.56 -4.49  0.3154
H23 2.80 0.19 -2.06  0.0844
H24 3.32 0.77 -3.64  0.3328
H25 4.43 -0.19 -2.64  0.3337
H26 0.98 -0.94 -3.19  0.2892

(3)
C20H26N2O4S | the ωB97M-V functional and the def2-TZVPD basis

## Properties
orbital gap	9.0	eV
LUMO level	0.2	eV
total charge	0
E	-1586.3778	Eh
energy above the lowest of the compared OMol25 structures with the same formula, charge and spin	57.6	kcal/mol

Last column: Mulliken charge in e.
Positions of all 53 atoms, in Å:
C1 -4.07 -1.71 -1.89  -1.1306
C2 -4.25 -1.38 -0.41  -0.9800
C3 -4.03 0.10 -0.05  1.4296
C4 -4.34 0.30 1.44  -1.8687
C5 -4.90 1.03 -0.89  -1.9054
N1 -2.62 0.41 -0.28  0.0405
C6 -2.04 1.61 -0.09  -0.0558
O1 -2.63 2.60 0.30  -0.6616
C7 -0.57 1.64 -0.36  0.6896
C8 0.06 0.81 -1.28  -0.4790
C9 1.43 0.87 -1.45  -0.8459
C10 2.17 1.78 -0.70  0.2258
S1 3.95 1.69 -0.78  1.3596
O2 4.53 2.95 -0.42  -0.7178
O3 4.33 1.07 -2.01  -0.6898
N2 4.30 0.61 0.46  0.1741
C11 4.32 1.15 1.80  -0.8455
C12 3.82 -0.69 0.22  -0.3562
C13 4.57 -1.51 -0.61  -0.1023
C14 4.15 -2.79 -0.92  -0.9097
C15 2.97 -3.27 -0.39  -0.6282
C16 2.20 -2.46 0.43  -0.7264
C17 2.59 -1.16 0.73  1.0589
O4 1.85 -0.30 1.49  -0.1542
C18 0.62 -0.73 2.01  -1.0440
C19 1.56 2.64 0.19  -0.4351
C20 0.19 2.57 0.35  -0.8923
H1 -4.11 -2.79 -2.04  0.4041
H2 -3.11 -1.35 -2.27  0.2327
H3 -4.86 -1.26 -2.49  0.3054
H4 -5.26 -1.66 -0.11  0.4768
H5 -3.56 -1.98 0.18  0.3793
H6 -4.12 1.33 1.72  0.4402
H7 -5.40 0.11 1.63  0.4368
H8 -3.75 -0.37 2.05  0.3692
H9 -4.61 0.99 -1.94  0.4600
H10 -5.95 0.74 -0.80  0.4292
H11 -4.79 2.05 -0.54  0.4478
H12 -2.03 -0.37 -0.52  0.2771
H13 -0.51 0.12 -1.89  0.5870
H14 1.95 0.24 -2.15  0.5169
H15 3.32 1.24 2.24  0.2881
H16 4.94 0.51 2.43  0.3124
H17 4.78 2.14 1.72  0.3760
H18 5.49 -1.11 -1.01  0.5189
H19 4.75 -3.41 -1.57  0.3906
H20 2.63 -4.27 -0.61  0.4094
H21 1.27 -2.85 0.82  0.3878
H22 0.21 0.13 2.53  0.2754
H23 0.75 -1.56 2.72  0.4713
H24 -0.06 -1.04 1.22  0.2637
H25 2.17 3.34 0.73  0.5190
H26 -0.33 3.23 1.04  0.4751

(4)
C20H26N4O3Sn | the ωB97M-V functional and the def2-TZVPD basis

## Properties
orbital gap (alpha / beta)	4.5 / 4.5	eV
LUMO level (alpha / beta)	-16.4 / -16.4	eV
total charge	+4
E	-1435.0362	Eh
energy above the lowest of the compared OMol25 structures with the same formula, charge and spin	12.2	kcal/mol

Last column: Mulliken charge in e.
Positions of all 54 atoms, in Å:
N1 -1.30 -1.61 0.01  -0.3151
C1 -2.02 -2.32 0.58  0.5438
C2 -2.93 -3.21 1.31  -1.0398
H1 -2.37 -3.77 2.06  0.3509
H2 -3.40 -3.90 0.61  0.3759
H3 -3.69 -2.61 1.81  0.3767
N2 -0.58 0.68 -3.02  -0.5038
C3 -0.92 1.16 -4.01  0.5227
C4 -1.36 1.78 -5.27  -0.9883
H4 -1.96 1.06 -5.84  0.3553
H5 -0.49 2.07 -5.86  0.3566
H6 -1.96 2.66 -5.05  0.3789
N3 2.25 -0.18 -0.53  -0.2798
C5 3.37 -0.14 -0.23  0.5170
C6 4.79 -0.10 0.14  -1.0013
H7 5.13 0.94 0.16  0.3602
H8 5.38 -0.66 -0.58  0.3707
H9 4.92 -0.53 1.13  0.3512
Sn1 0.05 -0.13 -1.02  1.9717
C7 0.76 1.94 -1.10  0.3794
O1 1.12 3.02 -1.14  -0.0455
C8 -1.86 0.88 -0.70  0.2628
O2 -2.86 1.42 -0.53  -0.0275
C9 -0.39 -3.31 -2.67  -0.4674
C10 0.62 -3.61 -1.79  -0.4987
C11 1.84 -3.12 -1.98  -0.4790
C12 2.10 -2.31 -3.05  -0.4640
C13 1.11 -2.01 -3.92  -0.5487
C14 -0.14 -2.52 -3.72  -0.5606
H10 -1.37 -3.73 -2.54  0.5322
H11 0.43 -4.27 -0.96  0.5417
H12 2.63 -3.38 -1.30  0.5406
H13 3.09 -1.92 -3.23  0.5348
H14 1.33 -1.39 -4.77  0.5428
H15 -0.93 -2.30 -4.42  0.5368
O3 0.31 0.00 0.98  -0.5195
C15 0.15 0.85 1.89  0.5860
C16 -0.41 2.27 1.67  -0.1081
C17 -1.70 2.56 2.44  -0.8893
C18 -1.47 2.89 3.91  -0.8238
C19 -0.88 1.76 4.75  -0.5544
C20 0.53 1.34 4.32  -0.7114
N4 0.54 0.48 3.14  -0.0785
H16 0.36 3.03 1.91  0.5895
H17 -0.69 2.46 0.65  -0.1195
H18 -2.15 3.48 2.00  0.4088
H19 -2.43 1.73 2.31  0.2462
H20 -0.80 3.78 3.97  0.3303
H21 -2.45 3.18 4.35  0.3660
H22 -0.80 2.18 5.78  0.3768
H23 -1.56 0.89 4.78  0.2869
H24 1.19 2.23 4.17  0.2926
H25 0.96 0.75 5.16  0.4314
H26 0.92 -0.47 3.26  0.4067

(5)
C20H26N4O4S | the ωB97M-V functional and the def2-TZVPD basis

## Properties
orbital gap	8.7	eV
LUMO level	0.6	eV
total charge	0
E	-1695.9600	Eh
energy above the lowest of the compared OMol25 structures with the same formula, charge and spin	14.9	kcal/mol

Last column: Mulliken charge in e.
Positions of all 55 atoms, in Å:
O1 -3.23 -3.43 -1.10  -0.6700
C1 -2.80 -2.69 -0.24  0.2078
N1 -3.61 -2.01 0.62  -0.2077
C2 -5.03 -1.91 0.45  -0.9619
C3 -5.46 -0.44 0.40  -0.4875
C4 -4.79 0.31 -0.76  -0.7808
N2 -4.62 1.71 -0.49  0.2663
C5 -5.65 2.69 -0.80  -0.5439
C6 -5.21 3.94 -0.03  -0.6563
C7 -3.70 3.74 0.14  -0.5492
C8 -3.51 2.24 0.06  0.2566
O2 -2.53 1.60 0.40  -0.6951
C9 -1.35 -2.42 -0.03  0.5107
C10 -0.42 -3.46 -0.07  -0.7119
C11 0.92 -3.19 0.11  -0.8375
C12 1.36 -1.89 0.31  0.8344
C13 0.44 -0.84 0.32  -0.7167
C14 -0.91 -1.12 0.17  0.0567
N3 0.82 0.48 0.57  0.0074
C15 2.05 1.03 0.43  0.2775
O3 2.28 2.17 0.78  -0.6838
C16 3.06 0.14 -0.28  -0.3595
N4 4.34 0.71 -0.40  0.0131
C17 5.23 0.03 -1.32  -0.4472
C18 6.46 0.89 -1.54  -0.6885
O4 7.13 1.16 -0.33  -0.3795
C19 6.27 1.81 0.57  -0.7268
C20 5.02 0.98 0.86  -0.3756
S1 3.06 -1.56 0.59  -0.2158
H1 -3.18 -1.41 1.31  0.2506
H2 -5.55 -2.41 1.28  0.3394
H3 -5.28 -2.42 -0.48  0.4025
H4 -5.15 0.04 1.34  0.3443
H5 -6.54 -0.37 0.33  0.3631
H6 -5.36 0.19 -1.68  0.3291
H7 -3.79 -0.11 -0.93  0.3112
H8 -6.63 2.32 -0.49  0.3144
H9 -5.68 2.87 -1.88  0.3046
H10 -5.45 4.85 -0.56  0.3437
H11 -5.69 3.96 0.94  0.2984
H12 -3.31 4.13 1.08  0.3549
H13 -3.13 4.20 -0.67  0.2801
H14 -0.77 -4.47 -0.25  0.4724
H15 1.65 -3.99 0.10  0.4641
H16 -1.60 -0.29 0.18  0.5519
H17 0.08 1.11 0.86  0.2112
H18 2.67 -0.09 -1.28  0.4917
H19 4.71 -0.13 -2.27  0.3757
H20 5.53 -0.95 -0.92  0.3321
H21 7.18 0.38 -2.18  0.3658
H22 6.16 1.84 -2.01  0.3605
H23 6.84 1.96 1.49  0.3590
H24 5.96 2.78 0.17  0.3602
H25 4.35 1.54 1.51  0.3714
H26 5.30 0.03 1.34  0.3122